Model one:
Density functional theory data (ωB97M-V with the def2-TZVPD basis set) for a 3-piece molecular cluster, C5H11NO2 overall.

Computed properties:
**Highest occupied orbital energy (spin up / spin down)**: -14.5 / -14.6 eV
**LUMO energy (spin up / spin down)**: -3.69 / -7.32 eV
**⟨S²⟩**: 0.761
**Gap between HOMO and LUMO (spin up / spin down)**: 10.762 / 7.264 eV
**Total charge**: +1
**Multiplicity**: 2

```
19
C5H11NO2, DFT ωB97M-V with the def2-TZVPD basis set
C -1.71230 -2.06189 0.80591
C -0.90674 -2.12687 -0.34522
N -0.45135 -0.86647 -0.64746
C -1.05927 0.00275 0.21199
C -1.82208 -0.73267 1.14853
C -0.75733 1.43388 0.23051
H -2.04952 -2.93095 1.34655
H -0.67995 -2.94508 -0.99346
H -0.21507 -0.71500 -1.62343
H -2.46718 -0.39121 1.94835
H -1.29362 1.94393 1.02200
H 0.31028 1.55064 0.44152
H -0.89048 1.93083 -0.73156
H 2.71556 1.83893 0.59393
H 2.66204 0.68857 1.64786
O 2.84898 1.62478 1.52309
H 2.04074 0.63538 -2.95704
H 2.04565 0.21198 -1.52176
O 1.68162 0.90848 -2.10032
```

---

Model two:
Density functional theory data (ωB97M-V with the def2-TZVPD basis set) for an isolated ion of composition C5H11NO2 and charge +1.

Computed properties:
**Highest occupied orbital energy (spin up / spin down)**: -15.5 / -15.4 eV
**LUMO energy (spin up / spin down)**: -3.33 / -9.05 eV
**⟨S²⟩**: 0.756
**Gap between HOMO and LUMO (spin up / spin down)**: 12.147 / 6.387 eV
**Total charge**: +1
**Multiplicity**: 2

```
19
C5H11NO2, DFT ωB97M-V with the def2-TZVPD basis set
O -2.30346 0.13834 -1.36742
C -1.30640 0.78209 -1.25625
O -1.36232 2.19884 -1.25656
C 0.11183 0.25273 -0.98700
C 0.28483 0.25049 0.62396
C -0.64492 -0.67363 1.50441
C 1.75318 -0.20531 0.88531
N 0.27197 -1.05918 -1.62910
H -2.27049 2.42743 -1.41806
H 0.87752 0.99220 -1.17739
H 0.04549 1.27410 0.77095
H -1.25378 -0.10742 2.28209
H -1.36582 -1.21660 0.90188
H -0.07863 -1.30455 2.05159
H 2.30552 0.72842 1.04659
H 1.65246 -0.71746 1.80503
H 2.23396 -0.83044 0.20999
H -0.16272 -1.81833 -1.04794
H 1.21178 -1.11173 -1.94208
```

---

Model three:
Density functional theory data (ωB97M-V with the def2-TZVPD basis set) for an isolated ion of composition C5H11NO2 and charge +1.

Computed properties:
**Highest occupied orbital energy (spin up / spin down)**: -15.0 / -15.0 eV
**LUMO energy (spin up / spin down)**: -2.70 / -7.47 eV
**⟨S²⟩**: 0.754
**Gap between HOMO and LUMO (spin up / spin down)**: 12.340 / 7.537 eV
**Total charge**: +1
**Multiplicity**: 2

```
19
C5H11NO2, DFT ωB97M-V with the def2-TZVPD basis set
O -0.76804 -0.51474 -1.55711
C -0.14604 0.50121 -1.78488
O -0.59082 1.44921 -2.61055
C 1.21507 0.85351 -1.25237
C 1.09298 1.00290 0.26351
C 0.65818 -0.29038 0.95569
C -1.34903 -1.60219 1.63660
N -0.79229 -0.41049 1.06140
H -1.55713 1.36919 -2.73334
H 1.53747 1.74543 -1.76630
H 1.95254 0.06841 -1.41532
H 2.07866 1.23562 0.63990
H 0.51972 1.87816 0.58786
H 0.97419 -1.15925 0.36956
H 1.03201 -0.27643 1.98132
H -0.61252 -2.34442 1.93093
H -1.85269 -1.26195 2.53523
H -2.10816 -2.01664 0.98628
H -1.28412 -0.22714 0.17158
```

---

Which one sits at the top of the stability order? model one does.

---

Model one:
Density functional theory data (ωB97M-V with the def2-TZVPD basis set) for one molecule with the formula C5H5NS.

Computed properties:
**Highest occupied orbital energy**: -9.5 eV
**LUMO energy**: -1.68 eV
**Gap between HOMO and LUMO**: 7.773 eV
**SMILES**: C/C=C\C(=S)C#N
**Multiplicity**: 1

```
12
C5H5NS, DFT ωB97M-V with the def2-TZVPD basis set
C -2.63728 0.04573 0.49084
C -1.83276 -0.92813 -0.31297
C -0.48581 -1.05159 -0.39489
C 0.58953 -0.12602 -0.03988
S 2.12379 -0.60056 0.22581
C 0.36788 1.29652 -0.11759
N 0.18296 2.42361 -0.27106
H -2.05183 0.84241 0.95978
H -3.41956 0.54642 -0.03570
H -3.19258 -0.46556 1.27780
H -2.45730 -1.68872 -0.83452
H -0.14946 -2.01002 -0.83606
```

---

Model two:
Density functional theory data (ωB97M-V with the def2-TZVPD basis set) for one molecule with the formula C5H5NS.

Computed properties:
**Highest occupied orbital energy**: -8.4 eV
**LUMO energy**: -0.64 eV
**Gap between HOMO and LUMO**: 7.759 eV
**SMILES**: C=C1C=CC(=S)N1
**Multiplicity**: 1

```
12
C5H5NS, DFT ωB97M-V with the def2-TZVPD basis set
C 1.85084 -0.85852 -0.00216
C 0.66020 -0.27901 -0.01077
C 0.33808 1.16105 0.00672
C -0.99568 1.30489 -0.01175
C -1.61710 -0.03287 0.00280
S -3.22746 -0.40542 -0.00374
N -0.58214 -0.91518 0.00023
H 1.94264 -1.97085 -0.03105
H 2.77082 -0.24639 0.00712
H 1.11826 1.93125 0.00315
H -1.55247 2.21806 0.00364
H -0.70600 -1.90701 0.03581
```

---

Model three:
Density functional theory data (ωB97M-V with the def2-TZVPD basis set) for one molecule with the formula C5H5NS.

Computed properties:
**Highest occupied orbital energy**: -9.1 eV
**LUMO energy**: 0.78 eV
**Gap between HOMO and LUMO**: 9.877 eV
**SMILES**: C#C[C@H]1N=CCS1
**Multiplicity**: 1

```
12
C5H5NS, DFT ωB97M-V with the def2-TZVPD basis set
C 3.10901 0.13823 0.50028
C 2.09006 0.02844 -0.10987
C 0.48872 0.05607 -0.77234
N -0.15225 -1.10327 -0.33271
C -1.27249 -0.91928 0.19728
C -1.83971 0.46905 0.26970
S -0.48003 1.54196 -0.29599
H 4.05656 0.19292 0.95378
H 0.69478 0.04229 -1.83760
H -1.85124 -1.74979 0.57087
H -2.68565 0.55808 -0.41839
H -2.15775 0.74528 1.27499
```

---

Model four:
Density functional theory data (ωB97M-V with the def2-TZVPD basis set) for one molecule with the formula C5H5NS.

Computed properties:
**Highest occupied orbital energy**: -9.1 eV
**LUMO energy**: -1.32 eV
**Gap between HOMO and LUMO**: 7.812 eV
**SMILES**: C/C=C(/C#N)C=S
**Multiplicity**: 1

```
12
C5H5NS, DFT ωB97M-V with the def2-TZVPD basis set
C 0.20122 -1.69881 -0.37120
C 0.49448 -0.27912 -0.66957
C -0.00181 0.78781 0.06791
C 0.46305 2.13492 -0.39443
N 0.76756 3.21641 -0.74571
C -0.89913 0.76817 1.21452
S -1.59734 -0.46113 1.94279
H -0.88083 -1.82844 -0.46776
H 0.71932 -2.10365 0.52789
H 0.74556 -2.27985 -1.13319
H 1.12486 -0.06716 -1.53772
H -1.13693 1.81086 1.56647
```

---

Which one sits at the top of the stability order? model two does.

---

Model one:
Density functional theory data (ωB97M-V with the def2-TZVPD basis set) for a 2-piece molecular cluster, C2H3IN2O overall.

Computed properties:
**Highest occupied orbital energy**: -9.9 eV
**LUMO energy**: 0.72 eV
**Gap between HOMO and LUMO**: 10.585 eV
**SMILES**: c1nnco1.I
**Multiplicity**: 1

```
9
C2H3IN2O, DFT ωB97M-V with the def2-TZVPD basis set
C -0.17138 0.68537 -0.20797
N 0.07482 -0.53219 0.18770
N -1.12253 -1.07739 0.56051
C -2.02097 -0.11947 0.45392
O -1.45377 1.02094 0.07097
H 0.66219 1.48988 -0.34149
H -3.09149 -0.17683 0.80251
I 4.13746 -0.77159 -0.24434
H 2.98567 -0.51871 -1.28181
```

---

Model two:
Density functional theory data (ωB97M-V with the def2-TZVPD basis set) for a 2-piece molecular cluster, C2H3IN2O overall.

Computed properties:
**Highest occupied orbital energy**: -9.3 eV
**LUMO energy**: 0.36 eV
**Gap between HOMO and LUMO**: 9.662 eV
**Multiplicity**: 1

```
9
C2H3IN2O, DFT ωB97M-V with the def2-TZVPD basis set
C -0.09768 -0.70351 1.45091
C 0.95303 -0.18302 -1.37178
N -0.32009 1.60346 -0.43440
N 0.16746 0.63663 -1.04667
O 0.87607 -1.29786 1.60280
I -2.04671 -1.63111 1.39505
H -0.38623 0.26829 1.09907
H 1.08143 -1.17767 -1.77036
H -0.22729 2.48480 -0.92462
```

---

Which one sits at the top of the stability order? model one does.

---

Model one:
Density functional theory data (ωB97M-V with the def2-TZVPD basis set) for a 2-piece molecular cluster, C2H4F2NO overall.

Computed properties:
**Highest occupied orbital energy (spin up / spin down)**: -2.2 / -2.1 eV
**LUMO energy (spin up / spin down)**: 4.54 / 4.49 eV
**Gap between HOMO and LUMO (spin up / spin down)**: 6.745 / 6.565 eV
**Total charge**: -1
**Multiplicity**: 1

```
10
C2H4F2NO, DFT ωB97M-V with the def2-TZVPD basis set
C -0.10667 -1.31192 0.29753
C -0.58630 0.17375 -0.02051
N 0.95722 1.94087 -0.14005
O 2.09326 1.36057 -0.22899
F -1.20854 0.23472 -1.25927
F -1.66941 0.37596 0.86424
H -0.96389 -2.06859 0.31903
H 0.82441 -1.66409 -0.16400
H 0.09174 -1.25053 1.38105
H 0.56819 2.20924 -1.04902
```

---

Model two:
Density functional theory data (ωB97M-V with the def2-TZVPD basis set) for a 2-piece molecular cluster, C2H4F2NO overall.

Computed properties:
**Highest occupied orbital energy**: -2.7 eV
**LUMO energy**: 4.33 eV
**Gap between HOMO and LUMO**: 7.024 eV
**Total charge**: -1
**Multiplicity**: 1

```
10
C2H4F2NO, DFT ωB97M-V with the def2-TZVPD basis set
C -1.16218 -0.24945 0.30700
C 0.41692 -0.17434 0.22054
N 0.89506 0.98907 -0.23193
O 2.20549 1.34844 -0.22632
F 1.05025 -0.85361 1.18024
F 0.40003 -1.61674 -1.02455
H -1.56141 0.62966 -0.01053
H -1.43594 -0.98767 -0.39051
H -1.31962 -0.54763 1.27850
H 0.51140 1.46229 -1.10245
```

---

Which one sits at the top of the stability order? model two does.

---

Model one:
Density functional theory data (ωB97M-V with the def2-TZVPD basis set) for a 5-piece molecular cluster, C2H12O5 overall.

Computed properties:
**Highest occupied orbital energy**: -10.4 eV
**LUMO energy**: 0.39 eV
**Gap between HOMO and LUMO**: 10.746 eV
**SMILES**: CC=O.O.O.O.O
**Multiplicity**: 1

```
19
C2H12O5, DFT ωB97M-V with the def2-TZVPD basis set
C -2.64494 0.72979 -1.31481
C -1.13615 0.56836 -1.31412
O -0.41516 0.56288 -0.35202
H -3.03571 0.27231 -0.40226
H -2.91910 1.77826 -1.35761
H -2.97747 0.08284 -2.12784
H -0.68777 0.57954 -2.33007
O -2.09849 -5.20046 2.79980
H -3.02100 -4.97837 2.63334
H -1.65920 -4.37472 2.56631
O 0.53650 1.02166 2.55384
H 0.57323 0.59367 1.69018
H 0.12657 1.86458 2.33771
O 2.93999 0.49133 -0.27474
H 3.86576 0.49608 -0.02267
H 2.53529 -0.27246 0.14443
O 2.27617 2.07199 -2.63620
H 2.64561 1.57581 -1.88903
H 1.75455 2.75584 -2.20497
```

---

Model two:
Density functional theory data (ωB97M-V with the def2-TZVPD basis set) for a 5-piece molecular cluster, C2H12O5 overall.

Computed properties:
**Highest occupied orbital energy**: -10.1 eV
**LUMO energy**: 0.55 eV
**Gap between HOMO and LUMO**: 10.695 eV
**SMILES**: CC=O.O.O.O.O
**Multiplicity**: 1

```
19
C2H12O5, DFT ωB97M-V with the def2-TZVPD basis set
C 1.46514 1.66898 -2.17723
C 1.05533 1.71711 -0.77560
O 0.99722 0.71314 -0.03803
H 1.75880 2.71672 -2.48478
H 0.50951 1.51701 -2.61801
H 2.16641 0.87871 -2.53189
H 0.93038 2.76075 -0.22600
O 1.14520 -1.91501 0.12907
H 1.10378 -0.96871 -0.03713
H 2.09536 -2.03574 -0.01746
O -1.75079 -1.55074 0.64334
H -0.87602 -1.68426 0.34829
H -1.49860 -1.52078 1.53471
O -1.97031 2.28486 -1.63638
H -1.95471 2.92873 -0.75206
H -2.96383 2.08298 -1.73089
O -0.48817 -2.30382 3.29025
H 0.38277 -2.79380 2.94235
H -0.24193 -2.02558 4.18380
```

---

Which one sits at the top of the stability order? model one does.